[1]
Molecular formula: C38H61F15IN6O6Si
Method: DFT, wB97M-V/def2-TZVPD

Summary:
Total charge: -1
Highest occupied orbital energy in Ha: -0.1278
2S+1: 1
Gap between HOMO and LUMO in eV: 4.15

Each line ends with the Löwdin charge.
Geometry (Å):
C1 4.851 -3.626 1.186  -0.240
Si1 5.640 -2.472 -0.161  0.533
C2 7.378 -3.287 -0.579  -0.231
C3 4.667 -2.420 -1.827  -0.270
C4 4.692 -0.975 -2.599  -0.168
C5 3.221 -0.522 -3.230  -0.422
F1 3.422 0.817 -3.821  -0.085
F2 3.000 -1.459 -4.394  -0.229
C6 1.971 -0.671 -2.192  -0.542
I1 0.866 -2.447 -2.974  0.854
C7 0.891 0.552 -2.268  -0.320
C8 0.097 0.842 -0.824  -0.102
C9 -1.045 -0.276 -0.465  -0.212
F3 -0.299 -1.457 0.111  -0.048
F4 -1.759 -0.601 -1.715  -0.037
C10 -2.009 0.262 0.767  -0.104
F5 -1.214 1.394 1.386  -0.005
F6 -2.027 -0.784 1.813  0.033
C11 -3.422 0.907 0.338  -0.083
F7 -3.208 1.824 -0.839  0.041
F8 -3.859 1.824 1.456  0.016
C12 -4.673 -0.062 -0.007  -0.064
F9 -5.879 0.857 -0.033  -0.011
F10 -4.666 -0.626 -1.410  0.045
C13 -5.063 -1.195 1.110  -0.061
F11 -6.560 -1.375 0.990  0.015
F12 -4.871 -0.718 2.531  0.032
C14 -4.420 -2.677 0.883  -0.132
F13 -3.236 -2.750 0.005  0.074
F14 -5.455 -3.667 0.439  0.040
F15 -3.959 -3.150 2.242  0.023
C15 6.012 -0.750 0.616  -0.209
C16 7.551 -0.531 1.233  -0.073
C17 8.004 0.914 1.879  -0.093
C18 6.965 2.180 1.940  -0.078
C19 5.433 1.984 1.389  -0.066
C20 4.979 0.518 0.735  -0.034
H1 5.729 -3.854 1.962  0.047
H2 3.995 -3.127 1.808  0.043
H3 4.555 -4.696 0.749  0.056
H4 7.581 -4.177 0.170  0.045
H5 7.290 -3.769 -1.666  0.040
H6 8.245 -2.503 -0.643  0.024
H7 5.206 -3.200 -2.551  0.089
H8 3.602 -2.860 -1.621  0.045
H9 5.138 -0.085 -1.984  0.092
H10 5.403 -1.100 -3.550  0.122
H11 1.365 1.613 -2.543  0.107
H12 0.150 0.308 -3.151  0.070
H13 0.893 0.838 0.041  0.132
H14 -0.402 1.915 -0.982  0.132
H15 8.352 -1.388 1.228  0.065
H16 9.097 1.045 2.280  0.063
H17 7.283 3.224 2.366  0.070
H18 4.664 2.874 1.422  0.056
H19 3.873 0.368 0.314  0.094
C21 1.435 2.929 3.519  -0.009
C22 2.876 3.314 3.706  -0.532
O1 3.798 2.565 3.388  -0.001
N1 3.150 4.535 4.246  0.003
C23 2.221 5.550 4.681  -0.089
H20 1.379 1.929 3.079  0.086
H21 0.924 2.910 4.486  0.082
H22 0.944 3.632 2.842  0.084
H23 4.143 4.719 4.339  0.142
H24 2.422 6.460 4.110  0.080
H25 2.403 5.744 5.741  0.078
H26 1.182 5.252 4.538  0.076
C24 2.671 5.948 -1.130  -0.016
C25 3.280 4.682 -0.595  -0.537
O2 2.934 4.194 0.479  0.010
N2 4.246 4.070 -1.338  0.022
C26 4.787 4.477 -2.612  -0.074
H27 1.918 6.316 -0.426  0.081
H28 3.441 6.715 -1.244  0.082
H29 2.181 5.752 -2.088  0.085
H30 4.606 3.224 -0.910  0.117
H31 4.614 3.670 -3.328  0.084
H32 5.863 4.625 -2.491  0.083
H33 4.333 5.397 -2.983  0.073
C27 4.895 -8.810 2.987  -0.019
C28 4.671 -7.324 2.994  -0.546
O3 5.568 -6.527 2.728  0.014
N3 3.426 -6.863 3.309  0.004
C29 2.250 -7.626 3.648  -0.086
H34 5.935 -9.020 2.718  0.084
H35 4.706 -9.222 3.981  0.082
H36 4.245 -9.284 2.247  0.084
H37 3.356 -5.852 3.292  0.142
H38 1.467 -7.382 2.926  0.086
H39 1.924 -7.321 4.646  0.081
H40 2.433 -8.701 3.638  0.073
C30 -9.394 3.902 3.183  -0.021
C31 -8.020 4.505 3.096  -0.571
O4 -7.813 5.695 3.323  0.011
N4 -6.981 3.690 2.753  0.011
C32 -7.013 2.280 2.451  -0.078
H41 -10.114 4.675 3.467  0.087
H42 -9.688 3.497 2.212  0.074
H43 -9.412 3.118 3.945  0.086
H44 -6.089 4.171 2.716  0.147
H45 -6.355 1.767 3.156  0.086
H46 -6.628 2.142 1.437  0.057
H47 -8.018 1.861 2.519  0.084
C33 -1.601 -4.362 -5.119  -0.034
C34 -0.909 -5.662 -5.420  -0.544
O5 0.241 -5.891 -5.050  0.020
N5 -1.593 -6.605 -6.128  -0.012
C35 -2.937 -6.532 -6.649  -0.094
H48 -0.928 -3.714 -4.549  -0.055
H49 -1.864 -3.853 -6.049  0.087
H50 -2.495 -4.544 -4.517  0.085
H51 -1.059 -7.452 -6.290  0.138
H52 -3.514 -7.352 -6.213  0.078
H53 -2.888 -6.666 -7.732  0.078
H54 -3.422 -5.583 -6.420  0.074
C36 -8.384 3.407 -2.757  -0.013
C37 -8.816 4.846 -2.719  -0.549
O6 -9.205 5.438 -3.723  0.015
N6 -8.768 5.500 -1.523  0.002
C38 -8.346 4.989 -0.241  -0.081
H55 -8.479 3.025 -3.778  0.087
H56 -7.338 3.321 -2.453  0.085
H57 -9.023 2.806 -2.104  0.084
H58 -9.075 6.465 -1.581  0.144
H59 -9.182 5.091 0.456  0.079
H60 -7.512 5.601 0.109  0.092
H61 -8.037 3.945 -0.290  0.073



[2]
Molecular formula: C38H61F18INNbO16PS2
Method: DFT, wB97M-V/def2-TZVPD

Summary:
Total charge: -1
Highest occupied orbital energy in Ha: -0.2174
2S+1: 1
Gap between HOMO and LUMO in eV: 7.20

Each line ends with the Löwdin charge.
Geometry (Å):
C1 -5.121 2.063 3.516  -0.108
C2 -3.693 2.318 3.001  -0.253
C3 -3.579 2.276 1.479  -0.176
C4 -3.243 0.901 0.870  -0.158
N1 -2.595 -0.041 1.843  -0.201
C5 -3.606 -0.995 2.348  -0.258
C6 -3.149 -1.791 3.553  -0.200
C7 -4.350 -2.378 4.291  -0.302
C8 -5.015 -3.532 3.501  -0.372
Nb1 -6.856 -2.999 2.356  1.270
C9 -8.378 -2.170 0.830  -0.427
C10 -7.667 -1.612 -0.317  -0.990
O1 -7.152 -0.537 -0.420  -0.073
I1 -7.532 -2.959 -2.050  0.643
P1 -7.644 -5.469 1.816  0.295
O2 -6.575 -6.442 2.138  -0.395
O3 -9.049 -5.792 2.598  -0.259
O4 -8.129 -5.709 0.292  -0.265
C11 -1.498 -0.664 1.221  -1.105
S1 0.000 -0.031 1.319  0.687
S2 -1.839 -2.117 0.276  0.941
C12 -0.469 -3.208 0.710  -0.485
C13 -1.013 -4.544 1.193  -0.317
C14 -1.970 -5.216 0.201  -0.114
H1 -5.733 1.549 2.778  0.060
H2 -5.110 1.500 4.446  0.064
H3 -5.615 3.010 3.722  0.063
H4 -3.420 3.327 3.310  0.095
H5 -2.977 1.656 3.477  0.093
H6 -2.874 3.025 1.124  0.096
H7 -4.551 2.566 1.077  0.106
H8 -2.569 1.027 0.028  0.104
H9 -4.146 0.425 0.489  0.118
H10 -4.463 -0.398 2.653  0.083
H11 -3.955 -1.664 1.564  0.042
H12 -2.545 -2.651 3.255  0.091
H13 -2.558 -1.186 4.239  0.110
H14 -3.971 -2.792 5.228  0.087
H15 -5.049 -1.590 4.568  0.074
H16 -5.261 -4.390 4.130  0.041
H17 -4.278 -3.891 2.779  0.022
H18 -5.723 -2.947 0.900  -0.058
H19 -6.760 -1.210 2.694  -0.066
H20 -8.060 -3.097 3.774  -0.132
H21 -8.955 -1.352 1.254  0.047
H22 -9.020 -2.974 0.484  -0.001
H23 -9.145 -5.098 3.266  -0.005
H24 -9.075 -5.545 0.204  0.048
H25 0.167 -2.735 1.451  0.041
H26 0.142 -3.366 -0.177  0.077
H27 -0.156 -5.200 1.347  0.101
H28 -1.486 -4.404 2.163  0.086
H29 -2.010 -4.704 -0.757  0.060
H30 -2.981 -5.194 0.602  0.067
H31 -1.733 -6.267 0.060  0.058
C15 5.793 3.913 -0.141  -0.060
C16 4.946 3.847 1.110  -0.176
O5 3.573 4.162 0.801  0.031
C17 2.846 3.176 0.294  -0.401
O6 3.189 2.052 0.094  0.172
C18 1.428 3.714 0.008  -0.546
F1 1.487 4.928 -0.570  0.146
F2 0.734 3.847 1.145  0.163
F3 0.744 2.913 -0.799  0.162
H32 5.671 4.879 -0.626  0.086
H33 6.830 3.748 0.086  0.050
H34 5.471 3.145 -0.844  0.094
H35 5.251 4.598 1.836  0.127
H36 5.009 2.873 1.594  0.128
C19 -4.520 -8.820 -0.979  -0.049
C20 -3.370 -9.639 -0.442  -0.183
O7 -3.113 -10.792 -1.283  0.034
C21 -2.375 -10.582 -2.355  -0.414
O8 -1.875 -9.560 -2.719  0.170
C22 -2.177 -11.918 -3.109  -0.546
F4 -3.322 -12.602 -3.209  0.163
F5 -1.290 -12.682 -2.451  0.158
F6 -1.711 -11.697 -4.334  0.168
H37 -5.406 -9.444 -1.100  0.084
H38 -4.761 -8.004 -0.298  0.086
H39 -4.280 -8.395 -1.953  0.080
H40 -3.616 -10.046 0.535  0.125
H41 -2.461 -9.048 -0.338  0.117
C23 12.719 4.732 -3.098  -0.054
C24 11.433 5.312 -3.647  -0.200
O9 10.285 4.751 -2.969  0.025
C25 9.982 5.297 -1.808  -0.404
O10 10.544 6.190 -1.245  0.173
C26 8.689 4.649 -1.270  -0.557
F7 8.706 3.321 -1.397  0.175
F8 7.645 5.119 -1.965  0.161
F9 8.522 4.952 0.012  0.160
H42 12.703 3.644 -3.163  0.085
H43 13.567 5.106 -3.671  0.083
H44 12.859 5.006 -2.053  0.078
H45 11.309 5.049 -4.692  0.113
H46 11.411 6.397 -3.565  0.129
C27 4.843 7.477 -5.664  -0.053
C28 5.926 7.940 -6.612  -0.180
O11 7.197 7.317 -6.306  0.035
C29 7.369 6.097 -6.782  -0.406
O12 6.608 5.455 -7.441  0.177
C30 8.771 5.577 -6.391  -0.535
F10 9.060 5.849 -5.112  0.157
F11 9.711 6.156 -7.157  0.161
F12 8.844 4.263 -6.568  0.179
H47 5.139 7.659 -4.631  0.089
H48 3.918 8.015 -5.864  0.065
H49 4.651 6.411 -5.778  0.077
H50 6.109 9.007 -6.510  0.125
H51 5.667 7.736 -7.650  0.126
C31 -1.306 4.076 -3.948  -0.051
C32 -0.782 5.445 -3.580  -0.181
O13 0.300 5.851 -4.454  0.039
C33 -0.041 6.369 -5.616  -0.410
O14 -1.140 6.557 -6.047  0.172
C34 1.237 6.779 -6.387  -0.539
F13 2.176 5.830 -6.326  0.165
F14 1.746 7.903 -5.852  0.144
F15 0.956 7.014 -7.664  0.175
H52 -0.491 3.351 -3.951  0.085
H53 -2.056 3.755 -3.227  0.087
H54 -1.758 4.078 -4.939  0.079
H55 -0.348 5.431 -2.584  0.112
H56 -1.567 6.200 -3.598  0.126
C35 -1.322 -4.947 8.683  -0.059
C36 -0.892 -3.548 9.065  -0.197
O15 0.121 -3.046 8.166  0.030
C37 -0.329 -2.549 7.022  -0.396
O16 -1.466 -2.475 6.669  0.173
C38 0.859 -2.024 6.185  -0.548
F16 1.875 -2.899 6.199  0.161
F17 1.302 -0.868 6.703  0.164
F18 0.490 -1.820 4.933  0.179
H57 -0.459 -5.612 8.641  0.082
H58 -2.027 -5.333 9.418  0.082
H59 -1.804 -4.954 7.706  0.080
H60 -0.424 -3.535 10.046  0.123
H61 -1.736 -2.860 9.080  0.124



- Which value of 2S+1 does entry 1 give?
  1